# 1
19
Properties=species:S:1:pos:R:3:forces:R:3 method="wB97M-V/def2-TZVPD" smiles=CC[C@H]1C[C@]1(C)O orbital_gap_ev=10.63 molar_mass_g_mol=100.16 largest_force_ev_per_a=0.40 homo_energy_ha=-0.355
C -1.963094 -0.452600 -1.519833 -0.045 0.039 0.004
C -0.465231 -0.124481 -1.527351 0.056 0.107 0.008
C 0.187272 -0.611853 -0.252237 -0.100 -0.046 -0.023
C 1.641523 -0.521576 0.122342 0.186 -0.081 0.003
C 0.614520 0.076010 1.035344 0.144 0.107 -0.130
C 0.835187 1.511630 1.477616 -0.085 0.044 -0.094
O 0.239600 -0.697709 2.156515 -0.104 -0.109 0.164
H -2.476628 -0.057473 -2.402070 0.098 -0.028 0.110
H -2.454156 -0.042072 -0.629861 0.070 -0.002 -0.129
H -2.119188 -1.539348 -1.506681 0.060 0.203 0.014
H -0.302336 0.947678 -1.684574 -0.006 -0.084 0.064
H 0.000822 -0.643523 -2.377046 -0.023 0.150 0.135
H -0.208472 -1.589558 0.028031 -0.005 0.146 -0.037
H 2.231300 0.214123 -0.424926 -0.063 -0.140 0.153
H 2.184430 -1.408883 0.429990 -0.123 0.015 -0.071
H 1.664913 1.451958 2.194923 -0.169 0.112 -0.129
H -0.019625 1.924295 2.024501 -0.007 -0.075 -0.233
H 1.135683 2.207538 0.689635 -0.148 -0.196 -0.066
H -0.726521 -0.644158 2.165680 0.265 -0.164 0.256



# 2
19
Properties=species:S:1:pos:R:3:forces:R:3 method="wB97M-V/def2-TZVPD" smiles=CO[C@H]1CC[C@H]1C orbital_gap_ev=10.23 molar_mass_g_mol=100.16 largest_force_ev_per_a=2.26 homo_energy_ha=-0.336
C 2.595570 -0.755451 0.062446 0.225 0.146 -0.015
O 1.202846 -0.888757 -0.056665 -0.052 0.267 -0.147
C 0.416873 0.169570 0.401539 -0.357 1.153 -1.180
C -0.146834 1.435300 -0.463204 0.040 -0.517 -0.417
C -1.456572 1.178750 0.306744 -0.348 0.129 -0.046
C -1.034964 -0.263796 0.605714 -0.109 0.053 0.105
C -1.470380 -1.216226 -0.513103 -0.023 -0.018 -0.019
H 2.887113 -0.519584 1.096225 -0.026 0.010 -0.138
H 2.972126 0.025075 -0.609536 0.086 -0.024 0.083
H 3.044190 -1.714278 -0.221953 -0.135 0.234 0.055
H 0.888690 0.859923 1.069869 0.575 -0.891 1.991
H 0.244921 2.468483 -0.339074 0.310 -0.903 0.080
H -0.147931 1.192983 -1.518396 -0.456 0.080 -0.295
H -2.399668 1.310535 -0.224156 0.003 0.041 -0.001
H -1.485323 1.759008 1.236336 -0.002 0.039 -0.237
H -1.347976 -0.676038 1.572826 0.261 0.090 -0.071
H -2.562870 -1.299470 -0.518026 0.130 -0.012 0.032
H -1.156893 -0.850558 -1.497763 -0.064 -0.043 0.184
H -1.042925 -2.215464 -0.389824 -0.056 0.166 0.038



# 3
19
Properties=species:S:1:pos:R:3:forces:R:3 method="wB97M-V/def2-TZVPD" smiles=C[C@H]1CO[C@@H](C)C1 orbital_gap_ev=10.74 molar_mass_g_mol=100.16 largest_force_ev_per_a=0.30 homo_energy_ha=-0.352
C -2.300187 0.558265 0.193605 -0.061 0.000 -0.007
C -1.085927 -0.353246 0.358258 -0.091 0.002 0.079
C -0.635553 -1.166619 -0.881215 -0.276 -0.094 0.013
O 0.730562 -0.857984 -1.122521 0.056 0.010 -0.074
C 1.286293 -0.348089 0.080737 0.142 0.157 0.210
C 2.512140 0.478534 -0.229637 0.066 -0.003 -0.030
C 0.157412 0.469869 0.676407 0.070 0.032 0.053
H -3.254150 0.037083 0.316429 0.119 0.018 -0.114
H -2.288999 1.046328 -0.787937 -0.002 -0.058 0.125
H -2.249806 1.347269 0.954129 -0.153 -0.126 -0.115
H -1.268854 -1.053680 1.182310 0.003 0.113 -0.089
H -0.748427 -2.242153 -0.692864 0.020 0.061 -0.059
H -1.190936 -0.919706 -1.791503 -0.010 0.019 0.130
H 1.537223 -1.183561 0.757274 0.014 0.058 -0.090
H 3.310275 -0.118942 -0.676400 -0.084 0.051 0.048
H 2.883890 0.939009 0.692424 0.016 -0.078 -0.150
H 2.230098 1.273742 -0.927243 0.105 -0.085 0.060
H 0.105751 1.433221 0.151757 0.029 -0.087 0.077
H 0.269187 0.660655 1.745996 0.035 0.010 -0.069



# 4
19
Properties=species:S:1:pos:R:3:forces:R:3 method="wB97M-V/def2-TZVPD" smiles="CCC=O.C=CC" orbital_gap_ev=10.51 molar_mass_g_mol=100.16 largest_force_ev_per_a=0.63 homo_energy_ha=-0.347
C 0.999190 2.120171 0.463260 -0.021 0.069 -0.050
C -0.374140 1.493142 0.723031 -0.334 0.342 0.074
C -1.107834 0.790863 -0.378168 -0.262 -0.181 -0.005
O -2.057179 0.066116 -0.198006 0.234 0.458 -0.219
H 1.050598 3.072745 0.997640 0.107 -0.082 -0.126
H 1.162973 2.328321 -0.600893 -0.094 -0.013 0.126
H 1.846218 1.516788 0.810811 -0.362 -0.051 -0.083
H -0.419056 0.922447 1.653435 -0.114 0.088 -0.213
H -1.125807 2.295113 0.797624 0.246 0.328 0.483
H -0.822726 1.116350 -1.403826 0.038 -0.175 -0.004
C 0.906659 -1.176373 0.644108 -0.017 -0.293 -0.043
C -0.149840 -1.832482 0.175484 0.321 -0.090 0.108
C -0.384388 -2.131498 -1.277357 0.065 -0.045 -0.049
H 1.665402 -0.770386 -0.024057 -0.078 -0.140 0.072
H 1.039052 -0.988058 1.706246 0.001 -0.082 -0.136
H -0.919821 -2.172787 0.867101 0.194 -0.017 -0.066
H -1.445378 -2.071248 -1.540911 0.204 -0.014 0.114
H -0.030133 -3.144412 -1.494422 -0.102 0.057 -0.088
H 0.166210 -1.434812 -1.921102 -0.026 -0.161 0.104



# 5
19
Properties=species:S:1:pos:R:3:forces:R:3 method="wB97M-V/def2-TZVPD" smiles="CCOC1C=C1.C" orbital_gap_ev=10.50 molar_mass_g_mol=100.16 largest_force_ev_per_a=1.08 homo_energy_ha=-0.344
C 0.326653 -2.557830 1.008467 0.002 0.048 0.045
C -0.291658 -1.620188 -0.009977 0.062 -0.189 -0.101
O -0.662450 -0.401285 0.612345 0.014 0.159 -0.010
C -1.316090 0.438331 -0.309827 -0.475 -0.280 -0.392
C -1.589985 1.855754 -0.053197 -0.413 -0.053 -0.847
C -0.716704 1.603742 -0.985232 -0.990 0.116 -0.405
H -0.376993 -2.761222 1.821118 0.083 0.043 -0.104
H 1.233513 -2.122977 1.438735 -0.108 -0.051 -0.051
H 0.587707 -3.509736 0.530774 -0.036 0.186 0.078
H -1.180926 -2.091655 -0.461563 0.120 0.100 0.074
H 0.416363 -1.423440 -0.832477 -0.073 -0.009 0.110
H -2.000659 -0.129684 -0.936777 -0.244 -0.352 0.193
H -2.294386 2.603868 0.244147 -0.077 0.052 0.534
H -0.174594 1.952476 -1.845992 -0.018 0.010 0.085
C 1.625397 1.620969 -0.060537 0.414 0.160 0.344
H 0.649213 2.068133 0.095668 0.831 -0.157 0.019
H 1.545154 0.530334 -0.097407 0.007 0.325 0.086
H 2.066018 2.005524 -0.984659 0.110 0.020 0.269
H 2.154428 1.938883 0.826392 0.791 -0.129 0.073



# 6
19
Properties=species:S:1:pos:R:3:forces:R:3 method="wB97M-V/def2-TZVPD" smiles=CCC[C@H]1C[C@H]1O orbital_gap_ev=10.63 molar_mass_g_mol=100.16 largest_force_ev_per_a=0.89 homo_energy_ha=-0.355
C -2.650851 0.247708 -0.392084 0.020 0.089 0.004
C -1.335649 0.591569 0.319121 -0.402 0.134 0.016
C -0.374992 -0.590708 0.301988 0.864 -0.146 -0.160
C 1.054321 -0.274358 0.770027 -0.436 0.092 0.048
C 2.265852 -1.003613 0.215911 -0.055 -0.105 0.011
C 2.002701 0.406717 -0.188832 0.076 0.012 0.294
O 1.609830 0.591083 -1.519762 -0.147 0.170 -0.019
H -2.455517 -0.031436 -1.431949 -0.070 0.014 0.071
H -3.159534 -0.596924 0.091563 0.147 0.155 -0.077
H -3.343290 1.098341 -0.392217 0.132 -0.166 0.005
H -1.578724 0.874875 1.355232 0.256 -0.057 -0.176
H -0.894081 1.482685 -0.141695 0.041 -0.087 -0.012
H -0.274598 -1.014979 -0.712173 -0.281 0.227 0.264
H -0.832683 -1.359377 0.924244 0.207 -0.265 0.061
H 1.147313 0.046406 1.807422 -0.069 -0.015 -0.166
H 2.093712 -1.756988 -0.549998 -0.033 0.164 0.116
H 3.113512 -1.204363 0.867355 -0.240 0.030 -0.078
H 2.652685 1.188662 0.208008 -0.093 -0.161 -0.104
H 0.959986 1.304702 -1.532155 0.083 -0.086 -0.098



# 7
19
Properties=species:S:1:pos:R:3:forces:R:3 method="wB97M-V/def2-TZVPD" smiles="CCCCCC=O" orbital_gap_ev=10.64 molar_mass_g_mol=100.16 largest_force_ev_per_a=4.80 homo_energy_ha=-0.358
C -1.416641 -1.722857 -0.834989 3.539 0.229 0.792
C -1.166982 -0.776133 0.348522 -0.424 -0.357 2.351
C -0.831210 0.739559 0.114103 -0.129 -1.035 -0.881
C 0.435523 0.848532 -0.776378 -2.105 2.333 -1.418
C 1.698376 0.524053 -0.099248 1.883 -4.284 1.076
C 1.658993 0.981714 1.353474 0.040 2.325 0.482
O 1.913516 2.102027 1.774354 0.526 -0.532 -1.426
H -1.913217 -2.584122 -0.461607 -0.660 -0.742 -0.011
H -1.845234 -1.315341 -1.715133 -0.575 0.387 -0.705
H -0.330221 -2.053446 -1.033552 -1.764 0.127 -0.648
H -2.060359 -0.871747 1.093876 1.572 0.356 -1.138
H -0.241452 -1.295592 0.872285 -1.880 1.363 -0.478
H -1.644254 1.325554 -0.427965 0.721 -0.943 0.962
H -0.625821 1.173778 1.109899 -0.436 0.109 -0.614
H 0.216810 0.377628 -1.777632 0.660 0.029 1.106
H 0.527733 1.931512 -1.033010 -0.193 -0.508 0.077
H 2.595850 0.945427 -0.593816 -0.523 -0.362 0.225
H 1.784482 -0.744850 -0.066068 0.183 3.432 -0.019
H 1.244109 0.414303 2.152888 -0.434 -1.925 0.265



# 8
19
Properties=species:S:1:pos:R:3:forces:R:3 method="wB97M-V/def2-TZVPD" orbital_gap_ev=8.51 molar_mass_g_mol=100.16 largest_force_ev_per_a=0.43 homo_energy_ha=-0.307
C -1.552525 0.835989 -1.968821 -0.084 0.011 -0.031
C -0.156421 0.369638 -1.575154 0.004 0.025 0.015
C -0.147658 -0.822335 -0.599603 0.100 -0.078 -0.174
C 1.070356 -0.751728 0.341626 -0.116 0.079 0.137
C 0.644613 0.289304 1.314359 0.378 -0.057 0.194
C 1.042476 0.123213 2.711671 -0.054 -0.103 -0.013
O -1.295938 -0.900509 0.252453 -0.194 0.134 -0.134
H -1.495807 1.690493 -2.650969 -0.002 -0.146 0.057
H -2.113534 1.155081 -1.085264 0.034 -0.028 -0.166
H -2.125086 0.039597 -2.453923 0.047 0.093 0.050
H 0.378611 1.209638 -1.115297 -0.110 -0.147 -0.018
H 0.411665 0.082159 -2.470909 -0.072 0.011 0.162
H -0.179813 -1.762383 -1.156235 0.138 0.079 0.021
H 1.964587 -0.355317 -0.170856 -0.168 -0.005 0.022
H 1.335425 -1.741413 0.751751 -0.093 0.207 0.064
H 1.405532 -0.856442 3.054394 0.000 0.074 -0.100
H 0.276990 0.524839 3.385678 0.187 -0.030 -0.033
H 1.867129 0.858543 2.768254 -0.011 -0.037 0.048
H -1.361550 -0.039074 0.697492 0.016 -0.082 -0.104



# 9
19
Properties=species:S:1:pos:R:3:forces:R:3 method="wB97M-V/def2-TZVPD" smiles="CCC(C)=O.C=C" orbital_gap_ev=10.47 molar_mass_g_mol=100.16 largest_force_ev_per_a=0.51 homo_energy_ha=-0.351
C 0.249794 1.236700 -1.066684 -0.019 0.091 0.004
C 0.015616 -0.280623 -1.077382 0.061 -0.106 0.007
C -1.185134 -0.702423 -0.247822 -0.068 -0.156 0.111
C -2.535472 -0.229799 -0.732200 -0.103 0.017 0.027
O -1.086408 -1.403828 0.737721 -0.073 0.202 -0.467
H 1.239843 1.470395 -1.471462 -0.164 -0.053 0.034
H -0.489122 1.764776 -1.678942 0.087 -0.083 0.125
H 0.209512 1.638955 -0.048836 0.015 -0.092 -0.141
H 0.891154 -0.812596 -0.698239 -0.160 0.062 -0.026
H -0.157012 -0.611957 -2.109807 0.035 0.019 0.123
H -2.588996 0.864256 -0.738210 0.028 -0.139 -0.007
H -2.688675 -0.571376 -1.762117 -0.013 0.072 0.113
H -3.315619 -0.634399 -0.085604 0.087 0.079 -0.101
C 2.349919 0.099880 1.506791 -0.045 -0.085 0.098
C 1.489578 -0.665054 2.169387 0.130 0.113 -0.055
H 2.869727 0.928731 1.979369 -0.051 -0.103 -0.021
H 2.572347 -0.070459 0.454682 -0.006 0.022 0.197
H 1.262123 -0.487428 3.217868 0.086 0.012 -0.121
H 0.941499 -1.470409 1.690285 0.175 0.128 0.099



# 10
19
Properties=species:S:1:pos:R:3:forces:R:3 method="wB97M-V/def2-TZVPD" orbital_gap_ev="8.28 / 7.84" molar_mass_g_mol=100.16 largest_force_ev_per_a=4.25 homo_energy_ha="-0.283 / -0.264"
C 1.923173 -0.889521 -0.194553 -0.616 -1.631 -0.535
C 1.066217 0.172690 0.462988 0.448 -0.252 0.332
O 1.080332 0.505434 1.821695 0.480 -0.909 -0.004
C 0.258763 1.182816 -0.248339 -0.364 0.038 -0.321
C -1.239376 1.109038 0.133026 -0.094 -0.291 -0.002
C -1.832995 -0.349854 0.102430 -0.007 0.774 0.442
C -1.074202 -1.209618 -0.807801 -0.844 -0.711 -1.010
H 2.355161 -0.347669 -1.054836 -0.111 -0.845 -0.064
H 1.453805 -2.161211 -0.664283 1.082 3.893 1.329
H 2.731749 -1.258097 0.434588 0.003 0.307 0.179
H 1.876848 0.991552 2.100700 -0.197 -0.387 -0.350
H 0.587067 2.198274 0.054640 0.092 -0.347 -0.266
H 0.395148 1.059596 -1.328268 -0.165 0.095 0.074
H -1.374617 1.512548 1.141126 -0.019 0.080 -0.194
H -1.790779 1.730730 -0.576811 -0.038 0.062 0.138
H -2.890249 -0.240873 -0.184353 0.270 -0.241 0.039
H -1.807937 -0.782209 1.114049 0.050 0.260 -0.148
H -1.441695 -1.378957 -1.822292 0.224 0.161 0.187
H -0.276413 -1.844662 -0.483713 -0.193 -0.057 0.175



# 11
19
Properties=species:S:1:pos:R:3:forces:R:3 method="wB97M-V/def2-TZVPD" smiles="OC1C=C1.[H][H].C=CC" orbital_gap_ev=10.55 molar_mass_g_mol=100.16 largest_force_ev_per_a=0.48 homo_energy_ha=-0.345
O 1.230522 -0.507109 -1.587371 -0.112 -0.151 0.258
C 1.412926 0.870683 -1.392045 0.146 0.347 -0.297
C 0.579525 1.689033 -0.479145 0.184 0.066 0.079
C 1.807291 1.480579 -0.096347 -0.171 0.129 -0.042
H 0.918272 -0.890833 -0.756007 -0.007 0.068 -0.076
H 1.778551 1.278673 -2.333870 -0.041 -0.035 0.105
H -0.376640 2.147096 -0.272243 0.173 -0.054 -0.030
H 2.568059 1.643576 0.653786 -0.106 -0.019 -0.137
H 1.779992 -1.081159 1.361222 0.187 0.022 0.022
H 2.300580 -0.632327 1.081161 0.078 -0.163 0.079
C -0.677023 -1.493174 1.190904 -0.186 0.116 0.016
C -1.332535 -0.365953 0.923165 0.011 -0.240 0.105
C -2.209724 -0.158067 -0.277443 -0.029 -0.012 -0.066
H -0.120329 -1.620267 2.114952 -0.111 0.035 -0.139
H -0.692048 -2.339429 0.505115 -0.045 0.105 0.081
H -1.281989 0.452941 1.642115 -0.032 -0.150 -0.081
H -3.256991 -0.316472 0.006427 0.107 0.035 -0.072
H -1.959837 -0.856705 -1.081628 -0.050 0.066 0.124
H -2.138176 0.858186 -0.677743 0.005 -0.166 0.071



# 12
19
Properties=species:S:1:pos:R:3:forces:R:3 method="wB97M-V/def2-TZVPD" orbital_gap_ev=8.30 molar_mass_g_mol=100.16 largest_force_ev_per_a=1.75 homo_energy_ha=-0.270
C -0.990765 -1.563772 -0.907690 0.116 -0.017 0.001
C -0.717006 -0.083626 -0.651345 0.200 -0.026 0.094
C -1.022376 0.399301 0.768198 0.024 0.008 0.071
C -0.270881 1.731923 0.816691 -0.193 0.121 0.222
O 0.741987 1.673964 -0.199870 0.035 0.042 -0.158
C 0.746055 0.434785 -0.771035 0.041 0.311 -0.059
C 2.027495 -0.710154 0.638223 0.063 0.783 -0.879
H -2.043624 -1.804371 -0.710901 0.223 0.135 -0.026
H -0.783711 -1.832403 -1.949658 0.021 0.030 0.166
H -0.376822 -2.192064 -0.254317 -0.102 0.039 -0.109
H -1.317290 0.514571 -1.361777 0.329 -0.081 0.115
H -0.601976 -0.318720 1.482732 -0.056 0.161 -0.070
H -2.090039 0.513525 0.980003 0.171 -0.011 -0.108
H 0.206233 1.915535 1.784519 -0.045 0.018 -0.139
H -0.909651 2.583222 0.563399 0.004 -0.091 0.121
H 1.147388 0.447477 -1.786004 0.307 -0.071 0.327
H 2.103714 0.113771 1.338712 -0.434 -0.083 -0.035
H 1.155202 -0.847171 -0.002826 -0.499 -1.418 0.898
H 2.996069 -0.975795 0.222953 -0.203 0.148 -0.433



# 13
19
Properties=species:S:1:pos:R:3:forces:R:3 method="wB97M-V/def2-TZVPD" orbital_gap_ev=8.81 molar_mass_g_mol=100.16 largest_force_ev_per_a=0.30 homo_energy_ha=-0.292
C -1.949104 -1.117581 -0.794645 -0.089 -0.158 0.148
C -0.481060 0.425946 -0.098308 -0.051 -0.067 0.220
C -1.374666 1.207767 0.821405 -0.053 0.031 -0.009
C 0.362608 -0.540939 0.639231 -0.238 0.108 0.068
O 1.183477 -1.419931 -0.127087 0.027 -0.142 -0.108
C 1.837327 -0.382657 0.569305 0.228 0.154 0.110
C 2.524916 0.671904 -0.255902 -0.027 0.004 -0.034
H -2.758024 -0.863498 -1.485784 0.147 0.011 0.097
H -1.414448 -2.017700 -1.102948 -0.062 0.160 0.048
H -2.326776 -1.206007 0.222765 0.094 0.043 -0.146
H -1.157249 -0.214766 -1.036826 0.002 0.031 -0.075
H -1.786822 0.661291 1.688374 0.076 0.035 -0.142
H -2.193459 1.699492 0.287257 0.143 -0.077 0.066
H -0.737635 2.009225 1.224670 -0.076 -0.112 -0.071
H -0.026651 -1.013454 1.552899 0.036 0.064 -0.150
H 2.387016 -0.723593 1.450910 -0.097 0.036 -0.138
H 1.884813 0.974332 -1.086796 0.104 -0.037 0.121
H 3.467705 0.277162 -0.650118 -0.125 0.042 0.067
H 2.755126 1.550025 0.358176 -0.039 -0.128 -0.070